(1)
C3H7N5 | ωB97M-V/def2-TZVPD

Geometry as XYZ:
```
15
Properties=species:S:1:pos:R:3:forces:R:3
C 0.8508 1.2783 0.0108 -0.7 -0.1 0.4
C 0.1009 -1.0370 -0.5006 0.2 1.0 1.4
C -1.8394 -0.3303 0.4886 -3.3 0.7 -1.3
H 2.1869 -1.5190 0.8718 0.5 1.8 -1.0
H 2.6572 -0.8749 -0.5932 0.7 -0.4 -0.8
H 1.6506 1.8652 0.3826 1.0 0.3 0.5
H -0.4670 2.7598 -0.2402 1.1 -2.3 -0.6
H 0.7278 -1.7607 -0.9708 -0.2 -0.8 -0.9
H -1.3861 -0.0340 1.4193 0.1 0.0 0.4
H -3.3750 -0.2189 -0.7237 0.5 -0.5 0.2
N 2.3186 -0.6218 0.3072 -0.9 -0.9 1.6
N 1.0219 -0.0881 0.1108 -0.8 -1.2 -0.5
N -0.2483 1.7124 -0.4074 -1.6 2.4 0.0
N -1.1543 -1.1614 -0.3650 2.1 -0.5 -0.7
N -3.0446 0.0306 0.2100 1.2 0.4 1.2
```
Forces are in eV/Å.

Calculated values
DFT total energy = -10672.3595 eV
highest occupied orbital energy = -9.29 eV
charge = 0
Kohn-Sham gap = 0.359 hartree

(2)
C3H7N5 | ωB97M-V/def2-TZVPD

Geometry as XYZ:
```
15
Properties=species:S:1:pos:R:3:forces:R:3
N 0.2317 -0.1942 0.3973 4.2 -0.9 0.2
C -0.2553 0.6712 -0.5429 -3.1 2.9 -0.7
N -0.4684 -1.3194 0.8388 0.3 -0.1 0.3
C 1.7645 -0.3571 0.5186 -0.9 0.0 -0.2
C -1.8951 0.8599 -0.6589 1.3 -1.9 -0.2
N 0.3691 1.5893 -1.1875 0.4 -1.4 0.8
N 2.6790 0.3755 -0.0022 -1.5 -0.5 0.6
N -2.8211 0.0337 -0.3431 0.6 1.3 -0.1
H -1.1409 -1.0743 1.5613 0.2 -0.1 -0.3
H -0.8673 -1.8749 0.0849 0.2 0.2 0.2
H 1.3840 1.4959 -0.9831 -0.6 0.2 -0.4
H 3.6173 0.0508 0.2665 -0.6 0.0 -0.1
H -2.4734 -0.7771 0.1600 0.0 0.2 -0.3
H 2.0251 -1.2400 1.1311 -0.7 0.4 -0.2
H -2.1493 1.7607 -1.2407 0.3 -0.3 0.4
```
Forces are in eV/Å.

Calculated values
DFT total energy = -10672.1627 eV
highest occupied orbital energy = -9.38 eV
charge = 0
Kohn-Sham gap = 0.371 hartree

(3)
C3H7N5 | ωB97M-V/def2-TZVPD

Geometry as XYZ:
```
15
Properties=species:S:1:pos:R:3:forces:R:3
C -0.3081 0.3251 -0.1221 -3.2 -2.2 -1.3
C 1.9621 0.9215 -0.0842 -3.3 -2.1 0.5
C 2.1620 -0.5412 0.3020 0.7 0.2 0.3
H -3.2865 -0.6388 -0.5436 1.2 0.2 2.3
H -3.0761 -0.2424 1.2004 0.9 -0.7 -2.3
H -2.0174 1.5125 -0.0895 -0.3 0.5 0.3
H 1.9516 0.9336 -1.1173 1.7 0.4 -2.4
H 2.5740 1.6055 0.4233 0.7 1.0 0.4
H 3.1514 -0.8560 0.8157 -1.9 0.3 -1.0
H -0.6063 -1.8420 -0.4410 0.1 0.4 0.4
N -2.5746 -0.4740 0.2630 -3.6 -0.6 0.2
N -1.7781 0.5466 -0.1321 4.7 -0.2 -0.9
N 0.4682 1.2918 -0.0096 1.4 -0.2 1.7
N 1.2847 -1.4324 0.0179 1.9 -1.1 1.4
N 0.0931 -1.1098 -0.4828 -0.9 4.2 0.2
```
Forces are in eV/Å.

Calculated values
DFT total energy = -10671.7332 eV
highest occupied orbital energy = -8.47 eV
charge = 0
Kohn-Sham gap = 0.344 hartree

(4)
C3H7N5 | ωB97M-V/def2-TZVPD

Geometry as XYZ:
```
15
Properties=species:S:1:pos:R:3:forces:R:3
C -1.5496 1.2692 -0.5532 -2.6 -3.0 2.8
C -0.2000 1.3679 -0.9272 3.3 3.0 -0.5
C 1.8895 -1.3458 -0.4908 -1.1 -3.5 0.9
H -1.6719 0.2557 2.3623 -0.9 0.0 2.1
H -0.3155 0.8442 1.5358 -0.6 -0.6 0.6
H -2.3987 1.4314 -1.1738 0.0 0.9 -1.0
H 0.1781 2.3871 -1.2063 -0.8 -0.7 -0.2
H 0.0096 -0.9423 0.3616 1.0 0.8 -2.0
H 2.7076 -0.8629 -0.9898 0.1 0.4 -0.2
H 1.0955 -2.7013 0.4049 -0.3 -0.9 0.2
N -1.1713 0.2520 1.5375 1.8 1.2 -3.5
N -2.0281 0.7055 0.5321 0.6 0.4 -0.5
N 0.8276 0.6051 -0.8585 -1.6 -0.6 0.2
N 0.6181 -0.7147 -0.5256 0.9 0.0 1.7
N 2.0093 -2.5510 -0.0090 0.2 2.7 -0.6
```
Forces are in eV/Å.

Calculated values
DFT total energy = -10671.5474 eV
highest occupied orbital energy = -9.18 eV
charge = 0
Kohn-Sham gap = 0.345 hartree

(5)
C3H7N5O | ωB97M-V/def2-TZVPD

Geometry as XYZ:
```
16
Properties=species:S:1:pos:R:3:forces:R:3
C 0.7140 -0.0709 -0.2381 4.8 -0.4 -2.7
C -1.5442 -0.3314 -0.5235 -3.1 -1.0 -3.1
C -1.1151 0.6287 0.4331 -2.2 4.4 5.3
H 1.6359 -2.3931 -0.7475 2.7 3.5 -1.6
H 3.6843 -1.6155 -1.1242 -5.2 1.6 0.0
H 0.0302 -1.3263 -1.5825 -0.2 -0.4 -0.8
H -2.0717 -0.0126 -1.6197 1.7 0.0 2.9
H -2.4191 -0.8762 -0.0804 1.2 -0.4 -0.2
H 0.3829 1.9260 1.0716 0.1 -3.6 -1.7
H -1.0666 2.1679 3.1625 1.5 -0.1 -5.8
N 2.3667 -1.2545 -1.3086 1.2 -3.9 1.7
N 1.9900 -0.0872 -0.5783 -1.0 -1.7 1.0
N -0.2657 -0.9520 -0.7121 1.1 -0.5 0.9
N 0.1907 0.9066 0.5159 1.4 0.7 -2.3
N -1.7415 1.2234 1.4519 -1.6 -1.8 -3.5
O -0.7706 2.0672 1.8798 -2.4 3.5 10.0
```
Forces are in eV/Å.

Calculated values
DFT total energy = -12712.4018 eV
highest occupied orbital energy = -7.53 eV
charge = 0
Kohn-Sham gap = 0.269 hartree

(6)
C3H7NO | ωB97M-V/def2-TZVPD

Geometry as XYZ:
```
12
Properties=species:S:1:pos:R:3:forces:R:3
C 1.0100 -0.3095 0.2837 -0.5 -0.2 0.9
C 0.0132 0.8160 0.5773 0.2 0.5 -0.4
C -0.9647 0.9774 -0.5731 -0.3 -0.3 -0.6
O -0.8605 0.2360 -1.6403 0.2 -0.3 -0.3
N 0.5833 -1.5311 1.0027 0.6 0.4 0.6
H 1.9705 -0.0105 0.6892 0.4 -0.1 -0.1
H 1.0462 -0.4939 -0.7817 0.1 0.3 -0.3
H 0.6087 1.7345 0.7626 0.0 0.1 -0.1
H -0.4500 0.6282 1.5548 -0.1 -0.1 0.1
H -1.8683 1.5967 -0.5534 0.1 0.3 0.8
H -0.4064 -1.6398 0.8932 -0.4 -0.3 -0.3
H 1.0801 -2.3436 0.6744 -0.2 -0.2 -0.2
```
Forces are in eV/Å.

Calculated values
DFT total energy = -6760.3101 eV
⟨S²⟩ = 0.754
spin multiplicity = 2
highest occupied orbital energy (alpha / beta) = 0.65 / -2.70 eV
charge = -1
Kohn-Sham gap (alpha / beta) = 0.146 / 0.269 hartree

(7)
C3H7NO | ωB97M-V/def2-TZVPD

Geometry as XYZ:
```
12
Properties=species:S:1:pos:R:3:forces:R:3
C 0.0137 0.1220 1.9012 -2.0 -0.5 1.9
C -0.2838 -0.4686 0.4926 2.0 1.4 2.3
C -0.1269 0.0318 -1.8137 3.9 0.5 -4.5
H 1.1437 0.0460 2.1478 -2.0 0.3 -0.3
H -0.4321 1.2236 1.9679 1.4 -2.3 -0.1
H -0.6542 -0.5534 2.6835 2.1 1.7 -1.9
H 1.2160 0.7593 -0.2968 -4.6 -1.1 -0.5
H -1.0951 -0.0799 -2.2889 -0.6 -0.5 1.2
H 0.2256 1.0267 -2.5507 -0.4 -3.0 2.1
H 0.5735 -0.9412 -2.0295 -1.9 2.3 -0.2
N 0.0933 0.3946 -0.4698 3.6 3.1 0.0
O -0.6737 -1.5610 0.2564 -1.6 -2.0 -0.1
```
Forces are in eV/Å.

Calculated values
DFT total energy = -6760.1075 eV
highest occupied orbital energy = -9.69 eV
charge = 0
Kohn-Sham gap = 0.379 hartree

(8)
C3H7NO | ωB97M-V/def2-TZVPD

Geometry as XYZ:
```
12
Properties=species:S:1:pos:R:3:forces:R:3
O -0.9333 0.4952 -2.4894 0.1 0.0 -0.1
C -1.3348 -0.6286 -2.3361 0.1 0.9 0.1
H -1.0103 -1.4202 -3.0244 -0.2 -0.3 0.1
H -2.0242 -0.8208 -1.5001 0.0 -0.5 -0.1
C 0.8343 -0.5171 2.0049 -1.4 -0.2 0.3
C 0.3636 0.5933 1.4085 0.6 0.0 -0.4
N 1.0147 1.1514 0.3046 -0.6 -0.8 -0.2
H 1.1910 -1.3561 1.4290 1.2 0.3 -0.1
H 0.5225 -0.7767 3.0082 -0.5 -0.1 -0.2
H -0.5590 1.0883 1.6961 0.6 0.6 0.8
H 1.4436 0.3983 -0.2280 0.3 0.5 -0.2
H 0.4919 1.7930 -0.2734 -0.2 -0.2 -0.1
```
Forces are in eV/Å.

Calculated values
DFT total energy = -6759.8899 eV
highest occupied orbital energy = -8.06 eV
charge = 0
Kohn-Sham gap = 0.319 hartree

(9)
C3H7NO | ωB97M-V/def2-TZVPD

Geometry as XYZ:
```
12
Properties=species:S:1:pos:R:3:forces:R:3
C -1.7945 -0.3214 -0.2091 -0.1 -0.1 -0.1
N -0.6175 0.1608 0.4793 0.1 0.0 -0.1
C 0.5951 -0.1059 -0.0771 0.0 -0.1 0.0
O 0.6895 -0.7200 -1.1291 0.1 0.1 0.3
C 1.8094 0.3465 0.6974 0.1 0.0 0.0
H -1.5858 -0.2416 -1.2797 -0.4 0.1 0.1
H -2.6692 0.2608 0.0889 0.1 0.0 -0.2
H -1.9782 -1.3801 0.0027 0.0 0.1 0.0
H -0.6947 0.6992 1.3269 0.1 -0.1 -0.1
H 2.6110 0.5302 -0.0163 0.0 0.0 0.1
H 2.1189 -0.4689 1.3559 0.0 0.1 0.0
H 1.6339 1.2395 1.3021 0.0 -0.1 -0.1
```
Forces are in eV/Å.

Calculated values
DFT total energy = -6762.5005 eV
highest occupied orbital energy = -9.64 eV
charge = 0
Kohn-Sham gap = 0.388 hartree

(10)
C3H7NO | ωB97M-V/def2-TZVPD

Geometry as XYZ:
```
12
Properties=species:S:1:pos:R:3:forces:R:3
C -1.8767 -0.2526 -0.2174 -3.7 1.8 -0.5
N -0.7217 -0.9700 -0.2376 1.9 1.0 3.5
C 1.3674 0.1788 0.7629 -4.9 -5.0 0.2
C 2.2399 0.8481 -0.0027 5.6 0.4 -3.7
O 3.2872 0.4625 -0.6884 -4.0 1.3 2.8
H -2.2877 -0.1948 0.8521 0.4 0.3 -1.0
H -2.7693 -0.6981 -0.8827 1.8 1.2 1.2
H -1.6630 0.8041 -0.5494 -0.6 -0.6 0.4
H -0.9999 -1.7127 -0.7447 0.4 -3.5 -3.1
H 0.3560 0.6376 0.8555 1.3 0.1 0.8
H 1.2346 -0.9286 0.8088 0.9 1.0 0.5
H 1.8331 1.8257 0.0436 0.8 2.2 -1.2
```
Forces are in eV/Å.

Calculated values
DFT total energy = -6754.2643 eV
highest occupied orbital energy = -8.12 eV
charge = 0
Kohn-Sham gap = 0.173 hartree

(11)
C3H7NO | ωB97M-V/def2-TZVPD

Geometry as XYZ:
```
12
Properties=species:S:1:pos:R:3:forces:R:3
C -1.0965 -0.8291 0.0286 -1.4 0.2 1.0
C 0.1463 1.4238 0.0098 -1.1 -0.6 -1.8
C 1.2411 -0.7290 -0.0359 3.1 -0.1 0.6
H -1.2222 -1.3159 1.0281 -0.1 0.0 -0.9
H -1.9282 -0.1310 -0.0636 -0.1 0.0 0.0
H -1.2207 -1.5279 -0.8092 0.5 0.0 0.3
H 0.3794 1.8392 0.9977 -0.3 0.0 -0.3
H 0.9826 1.6765 -0.7063 -1.0 0.1 0.8
H -0.9114 1.7254 -0.4332 2.4 -0.1 1.1
H 1.1357 -1.8054 -0.0982 -0.4 -0.6 -0.2
N 0.1110 -0.0624 0.0373 -0.3 1.3 -0.5
O 2.3830 -0.2642 0.0449 -1.1 0.0 -0.3
```
Forces are in eV/Å.

Calculated values
DFT total energy = -6761.5757 eV
highest occupied orbital energy = -9.43 eV
charge = 0
Kohn-Sham gap = 0.375 hartree

(12)
C3H7NO | ωB97M-V/def2-TZVPD

Geometry as XYZ:
```
12
Properties=species:S:1:pos:R:3:forces:R:3
O -1.8393 -1.2358 -1.1500 0.4 -1.1 -0.1
C -0.8057 -1.0721 -1.7542 -1.5 1.3 0.4
H -0.5983 -0.0121 -1.9351 0.9 -0.3 -0.7
H -0.1352 -1.8568 -2.1231 0.0 -0.2 0.1
C -0.1608 0.0522 1.6900 -0.7 0.3 0.8
C 0.8551 0.1522 0.8509 0.5 0.7 0.2
N 0.8428 0.9724 -0.3247 -0.1 -0.1 0.8
H -0.9833 0.7646 1.6912 -0.2 -0.3 -0.8
H -0.2516 -0.5830 2.5618 0.7 -0.2 -0.1
H 1.8491 -0.2162 1.0828 -0.2 -0.7 -0.2
H -0.1237 1.2163 -0.5086 0.1 0.4 0.0
H 1.3508 1.8183 -0.0812 0.1 0.1 -0.5
```
Forces are in eV/Å.

Calculated values
DFT total energy = -6759.9399 eV
highest occupied orbital energy = -9.08 eV
charge = 0
Kohn-Sham gap = 0.372 hartree

Calculated energy relative to the best compared isomer or geometry (same formula, charge and spin), 254.8; 273.8; 315.3; 333.2; 988.6; 51.2; 255.0; 276.0; 24.1; 818.8; 113.3; 271.2 kJ/mol (same order as the records).